25
Properties=species:S:1:pos:R:3:lowdin_spin:R:1 method="wB97M-V/def2-TZVPD" multiplicity=6 e_tot_ev=-170557.597 gap_ha="0.23062 / 0.22905" homo_ev="-6.83 / -6.92" charge=0 s2=8.76 e_above_lowest_kcal_mol=4.6
Br 0.00002 3.69767 -1.37962 0.0487
Mn 0.00001 1.17793 -1.81340 4.6241
Cl -3.11915 -2.62066 -1.75338 0.0011
Cl 3.11914 -2.62067 -1.75338 0.0011
Cl 1.55768 -5.34670 -1.60005 0.0008
Cl -1.55768 -5.34671 -1.60006 0.0008
O 0.00001 3.86408 3.85877 0.0021
O 1.31501 -0.26235 -1.97103 0.1065
O -1.31502 -0.26234 -1.97104 0.1065
N 0.00000 1.66288 0.38864 0.0405
C 0.71737 -1.43959 -1.89544 0.0118
C 0.00000 1.03997 1.56865 0.0072
C 1.39391 -2.64901 -1.78843 0.0040
C -0.71743 -1.43959 -1.89544 0.0118
C 0.00000 3.11568 2.75291 0.0037
C -0.69465 -3.85883 -1.70156 0.0032
C 0.69465 -3.85882 -1.70155 0.0032
C 0.00000 1.72079 2.76578 0.0008
C -1.39391 -2.64902 -1.78844 0.0040
C 0.00001 3.77925 1.52385 0.0012
C 0.00001 2.98880 0.40867 0.0163
H 0.00001 4.85828 1.47055 0.0002
H 0.00000 1.17779 3.70197 0.0001
H 0.00000 -0.04175 1.52396 0.0003
H 0.00001 3.31294 4.64907 0.0000


87
Properties=species:S:1:pos:R:3:lowdin_charge:R:1 method="wB97M-V/def2-TZVPD" e_tot_ev=-48629.650 gap_ha=0.35874 homo_ev=-12.35 charge=+1 e_above_lowest_kcal_mol=80.1
O -4.79178 -22.91178 19.04423 -0.0169
O -10.73831 -15.93783 23.82902 -0.0888
O 1.68541 -16.31070 21.18251 -0.0606
O 0.08319 -23.20534 20.21602 -0.0440
O -5.43955 -20.35509 17.81054 -0.0788
O -4.86087 -23.14325 21.85944 0.0222
O -2.71503 -13.75647 19.72586 -0.1270
O -8.92981 -19.14621 21.20433 0.0024
O 0.61389 -18.35043 22.69731 -0.0727
O -1.92593 -20.11138 26.61354 -0.0947
O 0.58833 -21.34373 22.60867 -0.0928
O -7.46299 -16.94217 18.30177 -0.0422
O -6.38261 -21.26797 24.79588 0.0275
O -0.66013 -15.66389 19.40342 0.0228
O -2.14135 -20.25911 17.24698 -0.0245
O -4.53590 -17.75125 18.16851 -0.0654
O -3.68621 -22.63536 24.33121 -0.1763
N -4.47897 -17.84907 22.25754 -0.1339
C -2.18846 -16.50859 22.44138 -0.0820
C -2.37693 -20.83704 20.91609 -0.0628
C -3.43211 -17.17600 23.18708 -0.0377
C -6.62869 -17.29836 23.44916 -0.1644
C -1.06892 -15.86332 23.42992 -0.1711
C -3.93785 -18.87908 21.32247 -0.1177
C -6.46517 -16.43739 22.23737 -0.1532
C -3.05431 -19.94647 21.94834 -0.1884
C -5.66195 -18.47362 23.10914 -0.0257
C -1.62496 -14.53125 23.91938 -0.0800
C -5.25425 -16.89867 21.48169 -0.1406
H -4.94853 -19.58161 17.93957 -0.0741
H -4.98680 -15.98664 21.15205 0.0993
H -1.96993 -21.73427 21.33710 0.0612
H -1.28983 -15.07526 19.41238 -0.1192
H -10.15858 -16.45306 24.50771 0.0799
H 2.07034 -15.83492 21.77116 -0.0942
H -4.62491 -22.01723 19.02933 -0.0656
H -7.25202 -21.46226 24.63006 0.0179
H -1.51792 -19.90998 17.82899 -0.0076
H -3.55448 -18.59408 20.51842 0.0442
H -4.81548 -22.93388 19.97499 -0.0466
H 0.23909 -22.93364 19.36549 -0.0105
H -0.24683 -21.42592 23.15680 0.0666
H -0.45430 -24.08104 20.07334 0.1313
H -1.77598 -19.20567 26.40297 -0.0114
H -3.02228 -21.03041 20.13047 0.0402
H -1.81195 -17.13533 21.92239 -0.0236
H -2.54213 -15.88904 21.74187 0.0590
H -8.76875 -19.89568 21.55903 -0.0949
H -3.21567 -14.15440 18.99005 0.0426
H -7.86536 -16.95657 17.43208 0.0546
H -6.35708 -21.24524 25.71434 0.0378
H -10.41227 -16.29025 23.00010 0.0064
H 0.50994 -21.93373 21.80363 0.0348
H -2.11580 -19.38726 22.39353 0.1360
H 1.13103 -18.43678 23.68918 0.2129
H -6.53468 -16.87429 24.50121 0.1364
H -5.61509 -23.59024 22.14072 0.0332
H -1.60903 -13.74960 23.17493 0.0790
H -1.32393 -20.79013 26.09568 0.1043
H -3.94286 -17.47478 17.40543 0.1048
H -6.09854 -19.00441 22.46315 0.0366
H -3.01416 -17.79264 24.09303 0.1603
H 0.03631 -15.37424 19.95985 0.0028
H -3.57964 -20.45455 22.69056 0.0633
H -2.48254 -14.68477 24.38861 0.0120
H 1.13162 -17.12788 21.68282 0.0929
H -0.08557 -15.80993 22.86730 0.1088
H -0.87026 -14.28999 24.72770 0.1054
H -0.87133 -16.33771 24.25550 0.0295
H -5.10850 -19.10640 23.84320 0.1399
H -8.50977 -19.21020 20.26707 0.1110
H -5.51428 -20.47496 16.77785 0.1246
H -5.43190 -17.53663 17.93627 -0.0039
H -1.98184 -19.83503 16.39232 0.0514
H -6.41883 -15.57342 22.83446 0.0942
H -1.42099 -20.32103 20.66973 0.0938
H -3.85271 -16.65434 23.99998 0.0986
H -4.56419 -22.03770 24.53038 0.0652
H -4.80782 -19.43512 20.83352 0.1729
H 0.53970 -19.18855 22.37608 -0.0532
H -7.55518 -16.42506 21.58720 0.1965
H -4.19204 -23.57302 24.44190 0.1241
H -7.60916 -17.70268 23.70297 0.1036
H -4.75124 -22.56075 22.54444 -0.0515
H -3.18152 -12.89345 20.19665 0.1558
H -7.70535 -16.02423 18.47523 0.0560
H -5.54993 -17.40800 20.51086 0.1420


21
Properties=species:S:1:pos:R:3:lowdin_charge:R:1 method="wB97M-V/def2-TZVPD" e_tot_ev=-19492.848 gap_ha=0.13920 homo_ev=-17.23 charge=+2
O -0.97271 -2.75477 -0.51128 0.1705
O -2.58517 2.26094 0.76686 0.1748
O 1.67997 -1.92372 -0.77137 0.0545
N 2.89615 -2.41679 1.40229 0.2531
C -0.70731 0.94402 0.17056 0.1211
C 1.14240 -0.64445 -0.47882 -0.0995
C -0.26234 -0.46664 -0.16882 0.0808
C -2.78861 -1.37819 0.28664 0.0727
C -1.31167 -1.65511 -0.16423 -0.2617
C 1.69451 1.89590 -0.15886 0.0048
C -3.17099 -0.10097 0.61314 0.0593
C 2.17205 0.50498 -0.50052 0.0493
C -2.21906 1.13286 0.52903 -0.2662
C 2.33356 -2.24768 0.41220 -0.2267
C 0.29846 2.07604 0.18340 0.0898
Be 3.91163 0.82739 -2.51600 1.1561
H 2.45251 2.72341 -0.14637 0.1387
H 3.23288 0.29102 -0.75007 -0.0308
H -4.22795 0.05918 0.95146 0.1514
H -3.51949 -2.22850 0.38232 0.1566
H -0.04879 3.10109 0.46845 0.1514